Computed, not measured: a cluster of 10 separate species, C82H175N11O10 in total, with wB97M-V/def2-TZVPD.

Output
energy relative to the best compared isomer or geometry (same formula, charge and spin): 489.4 kJ/mol
Kohn-Sham gap: 0.308 hartree
SMILES string: CC1(C)CCCC(C)(C)N1O.CC1(C)CCCC(C)(C)N1O.CC1(C)CCCC(C)(C)N1O.CC1(C)CCCC(C)(C)N1O.CC1(C)CCCC(C)(C)N1O.CC1(C)CCCC(C)(C)N1O.CC1(C)CCCC(C)(C)N1O.CC1(C)CCCC(C)(C)N1O.CC1(C)CCCC(C)(C)N1O.NC(N)=O
LUMO level: 0.37 eV

Geometry (Å):
C1 6.3607 0.8448 -0.7221
C2 5.0469 1.4853 -1.1628
C3 4.2117 0.3426 -1.9382
C4 4.1604 1.8464 0.1022
C5 4.5438 3.1807 0.7835
C6 4.2107 4.2043 -0.2676
C7 4.4801 3.9378 -1.8018
C8 3.1060 3.7667 -2.6517
C9 5.3253 5.1883 -2.3278
N1 5.3183 2.7181 -1.9149
O1 5.9251 2.4828 -3.2037
H1 6.8549 1.5215 -0.0250
H2 6.2617 -0.1210 -0.2265
H3 7.1735 0.6646 -1.4257
H4 4.9144 -0.0438 -2.6764
H5 3.8836 -0.4615 -1.2795
H6 3.4021 0.8840 -2.4277
H7 3.0788 1.7125 0.1191
H8 4.2989 1.1511 0.9301
H9 3.8881 3.4907 1.5971
H10 5.5216 3.3295 1.2415
H11 4.6331 5.1347 0.1118
H12 3.1238 4.2870 -0.2678
H13 3.1050 3.2437 -3.6081
H14 2.5148 4.6561 -2.8697
H15 2.4939 3.0631 -2.0875
H16 4.7975 6.1336 -2.4539
H17 5.7195 5.0628 -3.3362
H18 6.2152 5.4878 -1.7742
H19 6.7027 3.0457 -3.1971
C10 0.7714 9.3784 5.3672
C11 1.0199 8.1623 6.3075
C12 1.5577 8.5627 7.6335
C13 -0.4763 7.7067 6.7180
C14 -1.1504 6.9263 5.5664
C15 -0.2482 5.7366 5.3007
C16 1.1222 6.0544 4.7505
C17 1.9117 4.7110 4.8258
C18 0.9998 6.5788 3.3308
N2 1.7612 6.9941 5.6771
O2 3.0301 7.3836 5.3874
H20 -0.0504 9.9614 5.7830
H21 1.6279 10.0475 5.4499
H22 0.4657 9.1412 4.3482
H23 2.4718 9.1475 7.5312
H24 1.0870 9.3853 8.1718
H25 1.7989 7.7500 8.3187
H26 -0.4586 7.2709 7.7170
H27 -1.1329 8.5622 6.8762
H28 -2.0682 6.5949 6.0522
H29 -1.3337 7.5372 4.6825
H30 -0.7788 5.0250 4.6680
H31 -0.1345 5.1931 6.2387
H32 2.9723 4.8220 4.6004
H33 1.6053 4.0026 4.0562
H34 1.9488 4.2237 5.8001
H35 0.4929 7.5351 3.2024
H36 0.4569 5.9077 2.6652
H37 2.0154 6.8074 3.0076
H38 3.4707 7.0707 6.1809
C19 -4.3680 -5.3373 0.1911
C20 -4.1887 -5.9858 -1.2442
C21 -2.8236 -5.2999 -1.7260
C22 -3.9115 -7.4666 -1.0744
C23 -5.1553 -8.3228 -0.6605
C24 -6.2069 -8.1155 -1.7689
C25 -6.6175 -6.6397 -2.0367
C26 -7.4121 -6.7499 -3.3748
C27 -7.5805 -6.1860 -0.8903
N3 -5.4056 -5.8067 -2.1395
O3 -5.6123 -4.4722 -2.5297
H39 -3.4672 -5.4946 0.7844
H40 -4.6217 -4.2919 0.0153
H41 -5.2101 -5.7230 0.7657
H42 -2.0900 -4.8890 -1.0324
H43 -2.3585 -6.0080 -2.4118
H44 -3.1598 -4.4848 -2.3668
H45 -3.4181 -7.8887 -1.9499
H46 -3.1794 -7.6541 -0.2890
H47 -4.8876 -9.3783 -0.6135
H48 -5.5100 -7.9181 0.2874
H49 -6.9921 -8.7945 -1.4365
H50 -5.7013 -8.4951 -2.6568
H51 -7.9312 -5.8180 -3.5986
H52 -8.0881 -7.5957 -3.2496
H53 -6.8336 -6.9936 -4.2660
H54 -7.4112 -6.7017 0.0549
H55 -8.6049 -6.4781 -1.1211
H56 -7.6382 -5.1152 -0.6950
H57 -5.3336 -4.4715 -3.4483
C28 -0.6156 8.0952 -4.0713
C29 -1.0687 7.8791 -2.6357
C30 -2.3675 8.6586 -2.3271
C31 -1.4061 6.3750 -2.4710
C32 -0.0954 5.5962 -2.2475
C33 0.6977 6.2741 -1.1179
C34 1.1196 7.7247 -1.4334
C35 1.6967 8.2624 -0.0797
C36 2.2749 7.8395 -2.4693
N4 -0.0928 8.4702 -1.7006
O4 0.0280 9.8884 -1.7191
H58 -0.1323 7.2400 -4.5438
H59 -1.5224 8.3676 -4.6113
H60 0.0130 8.9710 -4.2322
H61 -2.3134 9.7398 -2.1999
H62 -3.1386 8.5059 -3.0822
H63 -2.8909 8.3578 -1.4196
H64 -2.0652 6.2723 -1.6090
H65 -1.9903 6.1143 -3.3535
H66 -0.3436 4.5516 -2.0595
H67 0.5500 5.6163 -3.1256
H68 1.5512 5.6207 -0.9370
H69 0.1372 6.2849 -0.1831
H70 2.1673 9.2334 -0.2335
H71 2.5043 7.6173 0.2663
H72 1.0746 8.3665 0.8092
H73 2.5066 8.8619 -2.7679
H74 2.1156 7.2446 -3.3686
H75 3.1573 7.4668 -1.9491
H76 -0.6014 10.1550 -1.0450
C37 -1.8970 -1.6834 -6.8989
C38 -1.7587 -1.0450 -5.4729
C39 -2.6659 -1.7360 -4.4054
C40 -0.2521 -1.0539 -5.1079
C41 0.5340 0.0881 -5.7589
C42 0.0322 1.4589 -5.3803
C43 -1.4442 1.5866 -5.8703
C44 -1.9498 2.8182 -5.0503
C45 -1.3461 1.7325 -7.4067
N5 -2.2936 0.3767 -5.4855
O5 -3.5911 0.5608 -5.9738
H77 -1.5696 -2.7219 -6.8499
H78 -2.9099 -1.7014 -7.3011
H79 -1.2078 -1.1686 -7.5683
H80 -3.4884 -2.2234 -4.9287
H81 -2.0243 -2.5282 -4.0194
H82 -2.9156 -1.1282 -3.5357
H83 -0.1809 -1.0563 -4.0202
H84 0.2153 -1.9523 -5.5111
H85 1.5534 0.0314 -5.3770
H86 0.7017 -0.1460 -6.8102
H87 0.7453 2.1616 -5.8114
H88 0.1705 1.7585 -4.3414
H89 -2.0216 2.4562 -4.0247
H90 -2.9340 3.2244 -5.2836
H91 -1.1533 3.5619 -5.0731
H92 -0.9419 2.6812 -7.7596
H93 -2.3041 1.5849 -7.9054
H94 -0.7953 0.9056 -7.8550
H95 -3.3925 0.7768 -6.8878
C46 0.9914 -4.3988 -4.4664
C47 2.1829 -4.3060 -3.4279
C48 2.5815 -2.8156 -3.3276
C49 1.5337 -4.7523 -2.0847
C50 1.4368 -6.2975 -1.9213
C51 2.7849 -7.0918 -2.3097
C52 3.4367 -6.5525 -3.6234
C53 4.9511 -6.9306 -3.7896
C54 2.7178 -7.3297 -4.6925
N6 3.3854 -5.1394 -3.7242
O6 3.8778 -4.6678 -4.8617
H96 1.2992 -4.0565 -5.4544
H97 0.7721 -5.4544 -4.6267
H98 0.0339 -3.9903 -4.1432
H99 1.9558 -2.2666 -2.6238
H100 3.6105 -2.7157 -2.9822
H101 2.4445 -2.3969 -4.3246
H102 2.1227 -4.3117 -1.2802
H103 0.5390 -4.3163 -1.9924
H104 1.0156 -6.5838 -0.9576
H105 0.7702 -6.7953 -2.6256
H106 2.7092 -8.1767 -2.2354
H107 3.3428 -6.9277 -1.3878
H108 5.6795 -6.3940 -3.1816
H109 5.4711 -6.6856 -4.7157
H110 5.0666 -7.9854 -3.5406
H111 3.2564 -8.2548 -4.8978
H112 2.7020 -6.7061 -5.5864
H113 1.6482 -7.5154 -4.5948
H114 4.6096 -4.1957 -4.4577
C55 -3.2680 -3.8573 3.3373
C56 -2.4627 -3.8298 4.5984
C57 -1.5277 -5.0002 4.7477
C58 -1.6034 -2.5161 4.5792
C59 -1.2477 -1.9649 5.9578
C60 -2.5013 -1.8931 6.8618
C61 -3.3458 -3.1825 6.9943
C62 -2.5368 -4.1658 7.9429
C63 -4.6217 -2.7025 7.6471
N7 -3.5238 -3.7950 5.6765
O7 -4.2503 -5.0508 5.8032
H115 -3.7486 -4.8346 3.2940
H116 -4.0425 -3.0905 3.3251
H117 -2.7412 -3.6080 2.4162
H118 -0.7854 -4.8526 5.5321
H119 -2.0587 -5.9461 4.8546
H120 -0.8295 -5.0404 3.9117
H121 -0.6786 -2.7081 4.0351
H122 -2.1317 -1.7391 4.0268
H123 -0.4483 -2.6164 6.3108
H124 -0.7787 -0.9837 5.8844
H125 -3.1839 -1.2691 6.2850
H126 -2.2809 -1.3432 7.7768
H127 -3.2424 -4.8948 8.3413
H128 -2.2296 -3.6398 8.8468
H129 -1.6908 -4.6670 7.4725
H130 -5.0341 -1.9208 7.0091
H131 -4.2702 -2.3256 8.6076
H132 -5.3612 -3.5027 7.6791
H133 -5.1494 -4.7528 5.6471
C64 5.3576 -4.8198 -0.1824
C65 4.7465 -4.1039 0.9546
C66 5.6262 -4.3898 2.2093
C67 4.9624 -2.5571 0.6960
C68 4.0666 -1.7037 1.5688
C69 2.6048 -2.0603 1.4877
C70 2.3463 -3.6269 1.8355
C71 2.4145 -3.6554 3.3699
C72 0.9128 -3.9209 1.3756
N8 3.2602 -4.4419 1.0770
O8 3.0814 -5.7708 1.5290
H134 6.3358 -4.4061 -0.4275
H135 5.5951 -5.8487 0.0877
H136 4.7214 -4.8784 -1.0655
H137 6.7090 -4.3127 2.1107
H138 5.3919 -3.6123 2.9364
H139 5.3759 -5.3310 2.6987
H140 5.9212 -2.1998 1.0717
H141 4.9359 -2.3374 -0.3713
H142 4.3104 -1.9046 2.6121
H143 4.2565 -0.7058 1.1736
H144 2.0777 -1.8908 0.5488
H145 1.9797 -1.4694 2.1572
H146 1.8610 -2.8829 3.9038
H147 3.4375 -3.5203 3.7212
H148 1.9214 -4.5792 3.6725
H149 0.1495 -3.4803 2.0170
H150 0.7689 -5.0010 1.4023
H151 0.7212 -3.7209 0.3214
H152 2.4403 -6.1074 0.8987
C73 -1.6415 -1.6245 -0.0562
C74 -1.1146 -0.1108 -0.0443
C75 0.2436 -0.1167 -0.7120
C76 -2.0862 0.6226 -0.9929
C77 -1.9488 2.1444 -1.0645
C78 -1.8003 2.7757 0.2892
C79 -0.7897 2.0888 1.2214
C80 0.6789 2.5365 0.9361
C81 -1.1414 2.6579 2.6570
N9 -1.1046 0.5740 1.2619
O9 -0.3193 -0.1017 2.1999
H153 -2.6835 -1.6446 0.2629
H154 -1.7013 -2.0875 -1.0411
H155 -1.1162 -2.3381 0.5788
H156 0.5494 -1.0463 -1.1920
H157 0.2277 0.5518 -1.5728
H158 1.0832 0.1441 -0.0676
H159 -2.1191 0.1486 -1.9739
H160 -3.0631 0.4217 -0.5532
H161 -1.0560 2.5473 -1.5428
H162 -2.8302 2.5386 -1.5703
H163 -2.7564 3.0562 0.7312
H164 -1.3878 3.7446 0.0080
H165 1.4309 2.1722 1.6361
H166 0.6835 3.6191 1.0622
H167 0.9601 2.3043 -0.0911
H168 -2.0302 2.1443 3.0236
H169 -1.2840 3.7383 2.6775
H170 -0.4327 2.2298 3.3660
H171 -0.8576 -0.1214 2.9945
N10 -6.0400 0.5164 3.3488
C82 -4.8138 0.9306 3.0950
N11 -4.2957 0.2803 2.1136
O10 -4.3608 1.8854 3.7683
H172 -6.4839 1.1301 4.0169
H173 -6.5030 -0.3174 3.0165
H174 -4.6095 -0.6263 1.7978
H175 -3.3027 0.4614 2.0763

Forces on the atoms, in the same order (eV/Å):
0.985 0.411 0.911
-1.748 -1.372 0.059
1.341 1.957 -0.047
1.605 -0.230 2.299
-0.938 0.116 -1.247
-0.682 0.877 -0.831
0.721 0.538 -1.246
0.426 -0.415 0.842
-0.039 -0.377 -0.781
0.608 0.493 0.572
-1.200 -0.156 0.708
-0.098 0.062 0.405
-0.521 0.034 0.146
-0.598 0.218 -0.912
-0.323 -0.231 -0.238
-0.102 0.220 0.072
-0.292 -0.515 -0.087
-0.170 0.653 -1.418
0.882 -0.821 -0.412
-0.333 -0.689 0.262
0.428 -0.677 -0.631
-0.082 0.450 -0.743
-0.132 0.334 0.387
1.216 0.091 -0.242
0.258 0.299 0.548
-0.325 0.231 0.494
-0.753 -0.278 0.429
-0.188 -0.564 -0.246
-0.082 -0.618 0.709
0.176 0.012 0.172
0.500 0.256 0.961
-3.734 -0.988 -0.934
2.596 1.413 0.624
0.628 0.639 -1.594
0.851 -0.459 2.073
-1.156 -0.508 0.230
0.020 -0.457 0.565
0.938 0.324 -0.811
0.658 0.488 -0.460
-3.118 0.651 2.409
1.655 0.223 -0.609
-0.052 0.002 0.093
0.214 -0.032 -0.737
0.504 -0.066 0.132
0.939 -0.458 -0.431
-1.374 -0.493 -0.122
-0.355 -0.139 -0.124
-0.022 -1.000 -0.366
0.531 0.602 0.037
-0.434 -0.205 -0.762
-0.095 0.068 0.160
0.291 -0.072 -0.448
0.107 0.081 0.222
0.168 0.575 -0.166
-0.553 -0.065 0.105
-0.695 0.216 0.123
-0.230 -0.042 0.562
0.408 -0.355 -0.057
0.061 -0.359 -0.566
0.742 0.102 -0.186
-0.908 -0.340 -0.937
0.310 0.824 2.143
-2.041 -0.440 -2.068
-0.396 -1.478 0.744
0.710 1.911 -1.384
1.462 -0.200 1.101
-0.404 -0.539 0.605
0.281 0.638 0.358
-0.528 -0.276 -0.225
2.274 -1.202 -0.350
-0.457 -0.091 0.537
-0.005 0.325 -0.117
0.442 0.256 0.248
-0.094 -0.315 -0.098
-0.494 -0.422 0.496
0.396 0.025 0.053
0.264 0.362 0.014
-0.345 0.003 -0.428
0.281 0.594 0.173
-0.056 0.076 0.311
-0.065 -0.434 0.200
-0.786 0.467 -0.753
-0.418 -0.154 -0.320
-0.306 -0.112 0.090
-0.383 0.327 0.007
0.565 0.040 0.261
0.512 0.100 0.053
-0.114 -0.055 -0.309
0.417 0.056 -0.238
-0.007 0.128 -0.174
-0.664 0.807 -0.942
-0.549 1.900 0.030
-1.170 0.126 -0.234
1.196 0.882 0.636
-0.734 0.582 0.045
-0.258 -0.713 -0.679
0.581 0.859 1.632
1.014 0.236 -0.261
-0.242 -0.373 0.452
-0.674 -1.880 1.315
0.390 -0.916 -0.837
-0.083 -0.063 0.113
0.007 -0.432 -0.568
0.232 -0.018 0.445
0.563 0.013 -0.460
0.135 -0.111 -0.379
0.491 -0.515 0.338
0.090 -0.209 0.170
0.179 -0.270 -0.075
0.277 -0.087 0.235
-0.196 -0.061 -0.286
0.417 0.404 0.092
-0.251 0.059 0.002
-0.074 0.131 -0.094
0.167 -0.255 -0.207
-0.783 -0.162 -0.488
-0.336 0.101 0.114
-0.056 -0.020 -0.015
0.139 -0.128 -0.221
0.062 0.080 0.189
0.260 -0.191 0.986
-1.536 1.241 -1.055
1.677 -0.998 -0.953
-0.648 0.540 -0.426
1.082 -0.760 1.669
-0.394 -0.661 -0.923
0.402 0.256 0.471
-0.110 -0.854 -0.337
-0.749 -0.298 -0.128
2.688 1.253 1.425
0.422 -0.475 -0.082
0.042 -0.143 0.013
-0.014 0.323 0.100
-0.188 -0.027 -0.160
-0.372 0.301 0.450
-0.161 -0.518 0.201
-0.281 0.239 -0.530
0.304 0.136 0.100
-0.372 -0.340 0.381
0.263 -0.231 0.194
-0.542 0.564 -0.227
-0.596 0.494 -0.829
-0.427 -0.900 0.508
0.052 0.012 0.072
0.154 0.038 -0.413
-0.284 0.360 -0.155
0.013 -0.002 0.209
-0.375 0.522 -0.040
0.499 0.209 0.278
-0.794 -0.044 -0.630
1.194 -1.391 -0.354
-2.190 -0.458 0.787
0.067 -0.706 -0.298
0.928 -0.960 -0.138
0.756 -1.061 -1.829
0.179 2.248 2.552
0.469 -1.985 0.707
0.446 -0.074 0.871
-0.555 0.373 -2.041
-3.528 1.155 4.036
2.198 1.055 -2.694
-0.137 0.397 0.027
-0.054 -0.191 0.068
0.367 0.555 0.130
-0.195 -0.115 -0.028
0.093 0.095 -0.052
0.356 0.392 0.136
0.200 -0.297 0.245
-0.072 0.048 -0.140
0.437 -0.005 0.281
-0.839 0.784 -0.202
-0.548 -0.020 -0.884
1.124 0.456 -0.231
-0.615 0.218 1.140
-1.073 -0.494 -0.840
0.128 -0.060 -0.249
-0.300 -0.044 -0.098
0.514 -0.203 -0.472
0.031 -0.245 0.787
0.616 0.502 -1.168
-0.607 -0.288 -0.970
-0.134 1.160 1.149
0.904 -0.314 -0.240
-0.667 0.207 0.571
-0.111 -0.865 0.231
0.243 0.218 -2.113
3.182 -0.970 0.857
-1.432 0.466 0.344
0.109 -0.662 -0.801
-0.620 1.101 -0.143
1.035 0.835 -0.110
-0.093 0.022 -0.513
-0.177 -0.001 0.559
0.617 -0.599 -0.001
-0.467 -0.067 0.614
0.144 0.033 0.076
-0.399 -0.221 -0.646
-0.051 -0.189 -0.198
-0.319 0.009 -0.141
-0.069 -0.106 0.688
-0.140 0.149 -0.107
0.017 0.641 -0.014
-0.210 -0.548 0.287
0.103 -0.450 -0.302
0.375 0.239 -0.106
-0.178 0.193 0.000
-0.082 0.229 0.281
-0.802 0.011 0.189
0.015 0.004 0.618
-0.153 -0.131 -0.150
0.345 -1.613 -0.942
0.621 1.479 1.216
-1.235 0.228 1.003
-0.743 -0.911 0.757
-1.007 -0.269 -1.058
-1.100 -1.614 -0.510
-0.531 4.191 0.231
-0.091 -0.959 0.098
0.213 -1.137 -0.113
1.352 0.747 -0.365
0.536 -0.450 0.032
-0.102 0.344 -0.116
-0.213 -0.270 0.051
-0.001 0.310 -0.137
-0.087 -0.173 -0.757
0.011 -0.055 0.276
0.037 -0.167 -0.204
0.658 -0.846 -0.443
-0.431 0.129 -0.041
0.557 0.794 0.024
-0.156 0.304 0.994
0.695 0.109 -0.629
0.191 -0.064 0.372
-0.298 0.353 -0.626
-0.044 -0.651 0.125
0.670 -0.349 0.524
0.130 0.208 -0.058
-0.248 -0.234 0.455
0.190 0.648 0.084
0.065 -0.332 -0.173
-0.491 0.862 1.139
0.210 -1.493 -1.238
1.371 0.010 -0.863
-0.604 0.318 0.921
0.193 -0.630 -0.066
0.165 0.732 -0.283
-0.485 0.062 1.810
-0.906 -0.109 -0.408
0.104 -2.184 -0.474
-1.513 1.513 -0.725
0.963 -0.191 -0.132
-0.203 0.108 0.317
0.466 0.536 -0.360
0.301 0.404 0.099
-0.340 -0.460 0.285
0.249 0.486 0.106
-0.149 0.070 0.096
0.404 0.007 -0.027
-0.380 0.165 -0.077
0.057 -0.801 -0.973
0.120 0.143 -0.158
-0.048 -0.705 0.530
0.222 0.401 0.598
-0.226 -0.458 0.021
0.009 0.157 -0.132
0.185 0.105 0.053
-0.647 0.514 -0.338
0.314 -0.157 0.069
0.685 0.859 0.107
-0.159 -0.082 0.101
-3.214 0.043 1.705
-1.285 2.479 3.092
3.948 -1.192 -2.766
0.364 -1.198 -1.438
-0.389 -0.565 -0.011
0.253 0.383 -0.013
-0.065 0.319 0.196
0.478 -0.359 -0.868